1.
This record from OMol25 describes a 8-piece molecular cluster, C26H72N8O10 overall. The level of theory is ωB97M-V with the def2-TZVPD basis set.

Cartesian coordinates (Å):
1 C -3.44202 1.33380 4.05961
2 N -2.60735 2.56198 4.19995
3 O -2.02477 2.95155 3.20689
4 O -2.62045 3.12840 5.27632
5 H -3.73766 0.99970 5.04765
6 H -2.90303 0.58475 3.49492
7 H -4.35049 1.68043 3.56762
8 C -4.22888 -0.62973 -4.00809
9 N -5.64120 -1.02342 -4.26510
10 O -6.22182 -0.56599 -5.22720
11 O -6.12220 -1.77526 -3.44309
12 H -3.93480 0.21309 -4.62261
13 H -3.64217 -1.52945 -4.14765
14 H -4.23309 -0.28752 -2.97454
15 C -4.27131 -1.12701 -0.09275
16 O -3.02867 -0.55371 -0.42426
17 C -1.99760 -0.91385 0.46152
18 C -0.77365 -0.08780 0.11486
19 C -0.59836 0.12027 -1.37273
20 N 0.42917 -0.75051 0.70976
21 H -5.05369 -0.73212 -0.73980
22 H -4.62754 -0.74487 0.88504
23 H -4.18968 -2.21460 -0.02522
24 H -2.32674 -0.81871 1.50577
25 H -1.74385 -1.98150 0.34288
26 H -0.84128 0.90363 0.58022
27 H -1.30141 0.85792 -1.76182
28 H -0.85185 -0.76516 -1.96587
29 H 0.44009 0.39091 -1.55944
30 H 0.34307 -0.40918 1.66981
31 H 1.25342 -0.22240 0.43683
32 C 3.98344 -0.21744 1.05588
33 O 5.17315 -0.59205 0.42944
34 C 5.71123 0.44976 -0.34629
35 C 7.04588 0.03399 -0.86055
36 C 8.22027 0.17506 0.08527
37 N 7.34695 0.85287 -2.05604
38 H 3.72536 -0.91091 1.86111
39 H 3.09654 -0.16845 0.42467
40 H 4.12302 0.73832 1.58500
41 H 5.05480 0.69715 -1.19057
42 H 5.82184 1.33893 0.29262
43 H 7.01877 -1.01025 -1.20442
44 H 8.07539 -0.41858 0.98949
45 H 8.31384 1.21414 0.42381
46 H 9.17100 -0.06145 -0.38867
47 H 6.67298 0.70602 -2.79982
48 H 8.23921 0.61573 -2.47137
49 C -7.40193 2.04325 -1.67145
50 O -6.04405 1.86911 -1.34287
51 C -5.27243 3.03396 -1.50831
52 C -3.85633 2.69808 -1.14771
53 C -3.70468 2.41914 0.35214
54 N -3.01154 3.85558 -1.51095
55 H -7.93723 1.17475 -1.29969
56 H -7.58204 2.21312 -2.73615
57 H -7.77659 2.93220 -1.13598
58 H -5.32287 3.50367 -2.50037
59 H -5.68966 3.81167 -0.83935
60 H -3.52954 1.84131 -1.73727
61 H -4.14974 1.44881 0.58741
62 H -4.16596 3.19631 0.95814
63 H -2.64515 2.27951 0.57120
64 H -2.03936 3.60028 -1.35970
65 H -3.23547 4.64193 -0.91299
66 C -3.98429 -2.31320 3.79207
67 O -2.69468 -1.72909 3.82950
68 C -2.14180 -1.77478 5.11358
69 C -0.63047 -1.58032 5.02579
70 C -0.04340 -2.25646 3.78252
71 N -0.04773 -2.19429 6.21362
72 H -4.71086 -1.66938 4.29924
73 H -3.97394 -3.29320 4.28353
74 H -4.26213 -2.49616 2.75606
75 H -2.54378 -0.98842 5.76445
76 H -2.31053 -2.77207 5.53324
77 H -0.41335 -0.50252 4.95297
78 H -0.46104 -1.78874 2.90549
79 H -0.32740 -3.31188 3.83342
80 H 1.04210 -2.25332 3.87704
81 H 0.91101 -1.90862 6.38507
82 H -0.52066 -1.87238 7.05695
83 C 0.03094 3.32067 -2.98046
84 O -0.01775 3.48775 -1.57751
85 C 1.22783 3.23457 -0.95437
86 C 1.22060 3.81808 0.44666
87 C 2.63055 3.83580 0.99363
88 N 0.35705 2.96711 1.29365
89 H 0.65340 4.09297 -3.44514
90 H -0.97626 3.52635 -3.34917
91 H 0.33433 2.30634 -3.24545
92 H 1.42225 2.15653 -0.86588
93 H 2.05697 3.68663 -1.51324
94 H 0.85918 4.85104 0.40869
95 H 3.15426 4.73408 0.66151
96 H 3.21741 2.93574 0.80675
97 H 2.59094 3.91235 2.08604
98 H 0.01532 3.49321 2.09252
99 H -0.48348 2.78118 0.74795
100 C 3.05366 -1.93165 -2.53473
101 O 3.61468 -3.11340 -2.09148
102 C 4.11132 -3.89935 -3.15849
103 C 4.79750 -5.11741 -2.58153
104 C 5.29686 -5.97902 -3.72714
105 N 3.97618 -5.93142 -1.69083
106 H 2.17057 -2.03906 -3.19431
107 H 3.76281 -1.30372 -3.09620
108 H 2.64186 -1.29439 -1.74723
109 H 3.23915 -4.19448 -3.76500
110 H 4.81891 -3.33661 -3.78009
111 H 5.63728 -4.75287 -1.98227
112 H 5.97240 -5.38323 -4.35285
113 H 4.47271 -6.31704 -4.35480
114 H 5.91347 -6.80592 -3.38173
115 H 3.61674 -5.38728 -0.91352
116 H 3.14408 -6.24788 -2.18367

Properties
**SMILES string**: C[N+](=O)[O-].C[N+](=O)[O-].COC[C@H](C)N.COC[C@H](C)N.COC[C@H](C)N.COC[C@H](C)N.COC[C@H](C)N.COC[C@H](C)N
**HOMO-LUMO gap**: 9.2 eV
**Largest force on an atom**: 0.0469 Eh/bohr
**LUMO level**: 0.13 eV
**Electronic energy**: -2223.94273 a.u.



2.
This record from OMol25 describes a 10-piece molecular cluster, C26H72O10 overall. The level of theory is ωB97M-V with the def2-TZVPD basis set.

Cartesian coordinates (Å):
1 C 1.73453 -5.08045 2.90428
2 O 3.00012 -4.80243 3.46970
3 H 1.11157 -4.20287 3.07712
4 H 1.62779 -5.04644 1.82005
5 H 1.25016 -5.91251 3.41533
6 H 3.56972 -5.51782 3.17753
7 C -2.08131 -1.64078 -3.97796
8 O -1.64211 -2.36104 -5.07500
9 H -2.79764 -0.91977 -4.37182
10 H -2.66709 -2.31922 -3.35773
11 H -1.36510 -1.10959 -3.35108
12 H -1.44798 -1.64537 -5.68470
13 C 1.59681 -1.16433 -4.01851
14 C 1.75324 -2.38075 -4.86586
15 C 3.19631 -2.97357 -4.91824
16 O 0.91150 -3.34153 -4.31745
17 H 0.56048 -0.83314 -4.08510
18 H 2.15241 -0.28143 -4.33458
19 H 1.73127 -1.33517 -2.95041
20 H 1.44539 -2.12335 -5.87931
21 H 3.27762 -3.97879 -5.33178
22 H 3.71151 -2.97579 -3.95769
23 H 3.78902 -2.41632 -5.64369
24 H -0.01454 -3.16011 -4.49392
25 C 5.46826 4.63319 -0.71802
26 C 4.95520 3.16209 -0.97665
27 C 3.48891 2.91953 -0.61889
28 O 4.95132 2.72104 -2.39080
29 H 5.14460 5.38309 -1.43982
30 H 6.55680 4.61295 -0.66538
31 H 5.31183 4.93709 0.31700
32 H 5.50377 2.53067 -0.27774
33 H 3.20724 1.87540 -0.75514
34 H 2.77482 3.40603 -1.28334
35 H 3.38130 3.09754 0.45108
36 H 4.47408 3.36632 -2.91754
37 C 6.29907 -0.37306 -0.57678
38 C 5.96554 -0.59620 -2.09404
39 C 4.49125 -0.79589 -2.32293
40 O 6.32502 0.47001 -2.95402
41 H 7.37930 -0.22772 -0.56768
42 H 6.00224 -1.22834 0.03026
43 H 5.80796 0.48446 -0.11681
44 H 6.57707 -1.39096 -2.52123
45 H 3.93445 -0.11996 -1.67394
46 H 4.16133 -1.81471 -2.11986
47 H 4.20481 -0.53561 -3.34191
48 H 5.73012 1.18702 -2.72256
49 C -3.51886 2.21628 4.17481
50 C -2.43406 2.68700 3.20417
51 C -1.09852 1.93489 3.30498
52 O -2.81375 2.40526 1.86764
53 H -4.44938 2.73743 3.94981
54 H -3.06723 2.21342 5.16684
55 H -3.73608 1.17904 3.91974
56 H -2.40307 3.77495 3.26343
57 H -0.35532 2.26744 2.58031
58 H -1.12210 0.88333 3.01902
59 H -0.75333 1.98057 4.33787
60 H -3.45494 1.69269 1.91973
61 C -5.63158 1.02086 0.57953
62 C -5.18834 -0.32955 1.16995
63 C -5.19581 -1.50890 0.26194
64 O -3.83832 -0.07336 1.56994
65 H -5.09109 1.23889 -0.34157
66 H -5.41686 1.86664 1.23272
67 H -6.69876 1.00430 0.35825
68 H -5.73565 -0.59092 2.07563
69 H -6.20248 -1.57154 -0.15132
70 H -4.97177 -2.48920 0.68256
71 H -4.49996 -1.41838 -0.57215
72 H -3.24081 -0.42428 0.90553
73 C -1.05440 4.73013 -2.28940
74 C -0.84630 3.79020 -1.08656
75 C -0.31205 4.60093 0.17803
76 O -2.05235 3.09396 -0.83474
77 H -0.92350 4.28618 -3.27625
78 H -0.23622 5.44159 -2.40123
79 H -2.02164 5.23266 -2.28880
80 H -0.04517 3.08336 -1.30257
81 H 0.01710 3.97262 1.00567
82 H -1.05130 5.27898 0.60447
83 H 0.51635 5.25724 -0.08862
84 H -2.16296 2.93425 0.10540
85 C -4.13904 -3.26293 3.55000
86 C -3.67342 -3.08766 5.06250
87 C -2.47145 -2.12401 5.16127
88 O -4.73882 -2.42318 5.75026
89 H -3.54376 -4.05489 3.09553
90 H -3.74616 -2.36299 3.07689
91 H -5.20756 -3.21917 3.33916
92 H -3.54562 -3.97866 5.67723
93 H -2.20473 -1.89986 6.19409
94 H -2.51639 -1.20386 4.57868
95 H -1.61053 -2.62177 4.71502
96 H -5.05462 -1.56349 5.46247
97 C -0.76846 -2.16028 0.91925
98 C -0.32132 -0.73269 0.55968
99 C 0.67457 -0.70428 -0.60016
100 O -1.50868 -0.15104 -0.10719
101 H -1.75797 -2.16320 1.37639
102 H -0.01513 -2.62188 1.55762
103 H -0.91562 -2.78032 0.03494
104 H 0.00984 -0.18858 1.44420
105 H 1.67108 -1.01960 -0.29090
106 H 0.81775 0.34274 -0.86728
107 H 0.42671 -1.37621 -1.42185
108 H -1.26969 0.77778 -0.06492

Properties
**HOMO-LUMO gap (spin up / spin down)**: 8.8 / 1.7 eV
**Total charge**: +1
**Largest force on an atom**: 0.0664 Eh/bohr
**LUMO level (spin up / spin down)**: -2.28 / -9.33 eV
**Energy above the lowest of the compared OMol25 structures with the same formula, charge and spin**: 0.0 kJ/mol
**Multiplicity**: 2
**Electronic energy**: -1785.69103 a.u.